ORCA calculation (ωB97M-V/def2-TZVPD) on a cluster of 2 separate species, C10H16N2OP in total at a distorted geometry.

Energy, eV: -24937.373
Energy above the lowest of the compared OMol25 structures with the same formula, charge and spin, kcal/mol: 33.9

ORCA input file:
```
! RIJCOSX wB97M-V def2-TZVPD def2/J DEFGRID3
* xyz 1 1
C 1.80 2.96 -0.63
C 1.70 2.54 0.74
C 1.32 2.14 -1.65
C 1.12 1.35 1.06
C 0.59 1.00 -1.29
C 0.58 0.60 0.07
C 1.60 -2.51 -1.13
C -3.64 0.76 -0.91
C 2.12 -2.59 1.20
C -3.07 0.18 1.34
N 1.45 -2.04 0.07
N -3.14 -0.04 -0.09
O -0.87 -1.43 -0.83
P -0.07 -1.01 0.48
H 2.22 3.99 -0.71
H 2.10 3.10 1.53
H 1.43 2.37 -2.72
H 1.15 0.91 2.11
H 0.16 0.32 -1.99
H 2.20 -3.49 -1.25
H 1.11 -1.91 -1.90
H -3.62 0.67 -1.99
H -4.23 1.49 -0.46
H 2.01 -2.03 2.14
H 1.63 -3.61 1.34
H 3.24 -2.66 0.96
H -2.34 -0.65 1.56
H -2.61 1.18 1.71
H -4.06 -0.10 1.92
H -1.87 -1.51 -0.66
*
```